The following is a DFT calculation (the ωB97M-V functional and the def2-TZVPD basis) of Br5Cr as an isolated structure.

Structure (XYZ):
```
6
Properties=species:S:1:pos:R:3
Br 2.469 0.010 0.667
Br -0.729 -1.662 -1.687
Br 0.619 2.035 -1.707
Br -0.454 -1.855 2.015
Cr 0.020 -0.024 -0.040
Br -1.925 1.497 0.753
```

Computed properties:
LUMO energy (spin up / spin down): 4.70 / 5.53 eV
Charge: -2
Expectation value of S²: 3.89
2S+1: 4

=====

The following is a DFT calculation (the ωB97M-V functional and the def2-TZVPD basis) of BrCd3N2O6 as an isolated structure.

Structure (XYZ):
```
12
Properties=species:S:1:pos:R:3
N -0.576 -0.738 -1.242
Br -2.648 -0.891 -4.948
O -1.013 -0.502 -2.351
O -0.985 -0.160 -0.222
N 1.358 1.240 3.104
O 1.388 0.523 4.063
Cd -0.936 1.013 -4.036
Cd 1.607 -2.761 0.055
O 2.030 2.229 2.983
O 0.670 0.849 1.988
O 0.455 -1.510 -1.160
Cd -1.350 0.709 1.766
```

Computed properties:
LUMO energy: -15.97 eV
Charge: +3

=====

The following is a DFT calculation (the ωB97M-V functional and the def2-TZVPD basis) of a 2-piece molecular cluster, BrCl2OPS2 overall.

Structure (XYZ):
```
7
Properties=species:S:1:pos:R:3
Br -3.650 -1.717 0.012
Cl 2.745 1.488 0.444
Cl -2.503 1.015 1.348
O 1.610 -1.101 -1.134
S -2.427 -0.936 1.600
S 0.790 1.396 0.068
P 0.325 -0.623 -0.666
```

Computed properties:
LUMO energy: -1.11 eV
Charge: 0
SMILES string: O=PSCl.ClSBr

=====

The following is a DFT calculation (the ωB97M-V functional and the def2-TZVPD basis) of BrClH2O2Si as an isolated structure.

Structure (XYZ):
```
7
Properties=species:S:1:pos:R:3
O -0.936 -0.129 -1.238
H 1.338 1.191 0.608
Cl 2.070 -1.092 -0.840
Br -1.041 -1.477 1.771
Si -0.226 -0.200 0.194
O 0.420 1.149 0.828
H -1.626 0.558 -1.323
```

Computed properties:
LUMO energy: -0.48 eV
Charge: 0

=====

The following is a DFT calculation (the ωB97M-V functional and the def2-TZVPD basis) of a 2-piece molecular cluster, BrClH4Si2 overall.

Structure (XYZ):
```
8
Properties=species:S:1:pos:R:3
H 1.317 0.427 1.365
H 2.209 -0.501 -0.701
Si -0.641 0.640 -0.604
Cl -1.137 2.355 0.127
Si 1.105 -0.610 0.287
Br -3.113 -1.213 0.376
H 0.860 -1.768 1.181
H -0.599 0.670 -2.032
```

Computed properties:
LUMO energy: -1.70 eV
Charge: 0

=====

The following is a DFT calculation (the ωB97M-V functional and the def2-TZVPD basis) of a 2-piece molecular cluster, BrClO2S overall.

Structure (XYZ):
```
5
Properties=species:S:1:pos:R:3
Br 1.726 -0.205 2.642
Cl 0.749 -2.049 3.085
S -0.366 0.809 -0.740
O -1.624 0.737 -0.083
O 0.440 -0.356 -0.645
```

Computed properties:
LUMO energy: -1.27 eV
Charge: 0

=====

The following is a DFT calculation (the ωB97M-V functional and the def2-TZVPD basis) of a 2-piece molecular cluster, BrClO3P overall.

Structure (XYZ):
```
6
Properties=species:S:1:pos:R:3
Br -1.266 -1.606 1.292
O -0.321 1.248 1.601
P 0.119 0.041 0.880
Cl 0.677 0.401 -2.757
O 1.556 -0.291 0.794
O -0.764 0.207 -1.810
```

Computed properties:
LUMO energy (spin up / spin down): 2.42 / 2.42 eV
Charge: -1

=====

The following is a DFT calculation (the ωB97M-V functional and the def2-TZVPD basis) of BrCu2 as an isolated structure.

Structure (XYZ):
```
3
Properties=species:S:1:pos:R:3
Br 0.248 -0.126 -0.147
Cu -0.974 0.287 -1.746
Cu 0.726 -0.161 1.893
```

Computed properties:
LUMO energy (spin up / spin down): -17.07 / -22.58 eV
Charge: +3
Expectation value of S²: 2.02
2S+1: 3

=====

The following is a DFT calculation (the ωB97M-V functional and the def2-TZVPD basis) of a 2-piece molecular cluster, BrFHOP overall.

Structure (XYZ):
```
5
Properties=species:S:1:pos:R:3
Br 3.930 -0.465 0.126
H 1.138 -1.063 0.731
O 0.544 -0.540 0.175
P 2.319 0.724 -0.678
F 2.341 1.891 0.442
```

Computed properties:
LUMO energy (spin up / spin down): -1.11 / -1.11 eV
Charge: 0

=====

The following is a DFT calculation (the ωB97M-V functional and the def2-TZVPD basis) of a 2-piece molecular cluster, BrFHOPS overall.

Structure (XYZ):
```
6
Properties=species:S:1:pos:R:3
H 0.526 0.830 -1.944
S -0.702 -1.977 -0.471
O 0.960 1.187 -1.079
F 1.023 -0.488 1.386
P -0.242 -0.368 0.422
Br -1.564 0.816 1.686
```

Computed properties:
LUMO energy (spin up / spin down): -2.29 / -2.31 eV
Charge: 0

=====

The following is a DFT calculation (the ωB97M-V functional and the def2-TZVPD basis) of a 7-piece molecular cluster, BrH12O6 overall.

Structure (XYZ):
```
19
Properties=species:S:1:pos:R:3
O -37.573 18.139 24.615
O -39.904 22.224 28.360
H -35.896 19.685 28.182
H -39.342 21.885 27.649
H -35.858 23.190 26.626
H -37.902 19.138 24.819
O -40.480 20.231 24.091
O -36.126 18.958 27.727
H -36.824 23.230 24.606
H -40.082 20.279 23.233
H -40.708 22.668 27.989
H -36.779 18.539 24.181
H -39.825 20.572 24.669
O -36.992 23.282 23.640
Br -37.668 21.284 26.136
H -35.274 24.386 27.237
H -36.232 19.410 26.809
O -35.073 23.477 27.224
H -37.116 22.516 23.075
```

Computed properties:
LUMO energy: 3.27 eV
Charge: -1

=====

The following is a DFT calculation (the ωB97M-V functional and the def2-TZVPD basis) of a 9-piece molecular cluster, BrH16O8 overall.

Structure (XYZ):
```
25
Properties=species:S:1:pos:R:3
H 2.155 1.219 -0.451
Br -0.338 0.174 -0.073
O -0.658 -2.630 -2.156
H 3.642 0.563 -0.459
H -0.146 2.199 1.386
H -0.930 -3.940 0.267
O 2.922 1.136 -0.881
H 0.232 -2.669 -2.614
O 1.169 -2.159 1.802
H -0.741 -0.175 2.303
H -0.489 2.981 2.372
O -1.521 -3.103 0.720
H 1.123 -1.457 1.172
H -0.700 -2.545 0.957
O 0.238 2.902 1.852
H 0.416 -2.133 2.316
O -1.855 2.248 -1.916
H -1.492 0.144 3.719
H -0.588 -1.859 -1.462
H -2.178 1.317 -2.070
O 0.571 1.745 -3.271
O -0.916 -0.483 3.255
H 1.036 2.513 -3.137
H -1.197 2.406 -1.259
H 0.253 1.603 -2.376
```

Computed properties:
LUMO energy: 3.06 eV
Charge: -1

=====

The following is a DFT calculation (the ωB97M-V functional and the def2-TZVPD basis) of a 9-piece molecular cluster, BrH16O8 overall.

Structure (XYZ):
```
25
Properties=species:S:1:pos:R:3
H -0.237 0.486 -1.430
H -2.180 0.914 -1.045
H -0.351 3.390 -0.987
O 1.103 -2.553 1.594
H 1.507 -0.075 -0.129
O -0.307 -2.031 -1.464
O -3.019 1.334 -0.894
O -2.144 -2.105 0.830
Br -0.230 0.530 1.168
H -3.056 -1.974 0.575
H -0.243 0.100 -2.849
H 0.493 -2.373 -1.783
H -2.825 2.135 -0.481
H 2.514 0.468 -1.215
O 2.220 -0.333 -0.722
O -1.025 3.680 -0.376
H -0.074 -1.874 -0.578
H 1.986 -2.751 1.844
H -0.957 3.025 0.282
H 2.123 0.956 1.959
O 3.014 1.111 2.308
H 0.709 -1.846 2.045
H 3.527 0.374 2.493
H -1.814 -1.272 1.089
O -0.736 0.681 -2.230
```

Computed properties:
LUMO energy: 3.10 eV
Charge: -1

=====

The following is a DFT calculation (the ωB97M-V functional and the def2-TZVPD basis) of a 2-piece molecular cluster, BrH2NOS overall.

Structure (XYZ):
```
6
Properties=species:S:1:pos:R:3
Br -5.933 -0.479 0.023
H 0.238 0.224 -0.607
H 0.678 -0.452 0.707
N -4.133 2.157 -0.183
S -3.984 0.802 0.252
O -0.082 -0.095 0.241
```

Computed properties:
LUMO energy: -1.42 eV
Charge: 0

=====

The following is a DFT calculation (the ωB97M-V functional and the def2-TZVPD basis) of the molecule BrH2O2P.

Structure (XYZ):
```
6
Properties=species:S:1:pos:R:3
P 0.549 -0.318 -0.440
H -0.148 -0.561 1.773
O -1.029 -0.035 -0.760
H -1.263 -0.239 -1.651
Br 1.324 2.064 -0.036
O 0.566 -0.911 1.115
```

Computed properties:
LUMO energy: 0.02 eV
Charge: 0
SMILES string: OP(O)Br

=====

The following is a DFT calculation (the ωB97M-V functional and the def2-TZVPD basis) of a 2-piece molecular cluster, BrH3O3Si overall.

Structure (XYZ):
```
8
Properties=species:S:1:pos:R:3
O 2.938 -1.404 -0.136
Br 2.794 1.825 0.023
O 0.466 -0.186 0.112
Si 2.050 -0.254 0.087
H -2.693 -0.661 -0.655
O -2.401 0.026 0.087
H -0.027 0.645 -0.127
H -3.127 0.008 0.611
```

Computed properties:
LUMO energy: -0.24 eV
Charge: 0
SMILES string: O=[Si](O)Br.O

=====

The following is a DFT calculation (the ωB97M-V functional and the def2-TZVPD basis) of a 2-piece molecular cluster, BrH4N2OP overall.

Structure (XYZ):
```
9
Properties=species:S:1:pos:R:3
P -0.445 0.422 -0.325
N 0.459 -0.749 -1.070
H 0.124 -0.601 1.956
H 0.969 -1.385 -0.492
O -0.535 0.296 1.145
H -1.629 2.268 -0.923
H 0.904 -0.527 -2.048
N -0.828 1.676 -1.183
Br 0.981 -1.399 2.939
```

Computed properties:
LUMO energy: -0.53 eV
Charge: 0

=====

The following is a DFT calculation (the ωB97M-V functional and the def2-TZVPD basis) of a 2-piece molecular cluster, BrH4N2OP overall.

Structure (XYZ):
```
9
Properties=species:S:1:pos:R:3
Br -3.581 0.595 -0.040
H -0.320 -1.869 0.443
P 0.619 0.305 0.038
H 1.049 -1.976 -0.237
H 2.516 1.347 -0.137
H -2.250 1.217 -0.440
N 2.158 0.518 0.234
O -0.548 1.157 0.128
N 0.357 -1.295 0.010
```

Computed properties:
LUMO energy: -0.10 eV
Charge: 0

=====

The following is a DFT calculation (the ωB97M-V functional and the def2-TZVPD basis) of BrH4O3V as an isolated structure.

Structure (XYZ):
```
9
Properties=species:S:1:pos:R:3
H -16.898 10.426 -1.081
Br -15.391 10.467 -3.455
O -18.717 12.217 -2.896
H -19.119 11.721 -2.175
H -17.909 11.749 -3.121
H -18.100 9.481 -1.204
V -13.816 8.510 -3.673
O -13.791 8.353 -5.189
O -17.455 9.826 -0.577
```

Computed properties:
LUMO energy (spin up / spin down): -8.99 / -8.39 eV
Charge: +1
Expectation value of S²: 0.79
2S+1: 2

=====

The following is a DFT calculation (the ωB97M-V functional and the def2-TZVPD basis) of BrHIN as an isolated structure.

Structure (XYZ):
```
4
Properties=species:S:1:pos:R:3
Br 1.300 1.009 0.674
H 0.397 -0.498 -0.923
N -0.022 0.270 -0.380
I -1.675 -0.781 0.629
```

Computed properties:
LUMO energy: -1.38 eV
Charge: 0

=====

Taking the records one at a time from the top gives relative energy (zero: lowest compared OMol25 entry of this formula, charge and spin) values of 0.0 34.8 17.2 37.9 64.3 0.3 67.5 40.6 58.5 76.5 39.0 56.8 21.5 19.7 7.7 66.2 23.6 25.0 0.0 0.0 kcal/mol.